Entry 1:
Below is a 2-piece molecular cluster, C2HCl2O3 overall in a non-equilibrium geometry, with properties calculated with ωB97M-V with the def2-TZVPD basis set.

Each line ends with the Löwdin charge.
Element x y z (Å)
C (-1.892, -0.146, 0.264)  -0.499
C (1.043, 0.051, -0.246)  -1.315
O (-2.516, -1.082, -0.060)  0.139
O (-1.723, 0.959, 0.615)  0.133
O (0.136, -0.761, -0.030)  -0.252
Cl (1.961, 0.417, 1.419)  0.273
Cl (2.298, -0.430, -1.376)  0.493
H (0.694, 0.994, -0.587)  0.028

Values from the calculation:
relative energy (zero: lowest compared OMol25 entry of this formula, charge and spin) = 30.7 kJ/mol
orbital gap = 0.3241 Ha
HOMO = -5.141 eV
charge = -1

***

Entry 2:
Below is a 2-piece molecular cluster, C19H35Br2N4O4 overall, with properties calculated with ωB97M-V with the def2-TZVPD basis set.

Each line ends with the Löwdin charge.
Element x y z (Å)
C (1.903, -2.768, 0.560)  -0.058
C (2.953, -1.980, 1.321)  -0.239
O (3.569, -0.995, 0.487)  -0.163
C (2.862, 0.208, 0.386)  -0.234
C (3.041, 0.712, -1.043)  -0.097
O (2.059, 1.673, -1.479)  -0.004
N (0.806, 1.157, -1.504)  -0.041
C (0.331, -0.046, -1.755)  -0.049
N (-0.990, -0.066, -1.732)  0.199
C (-1.358, 1.197, -1.474)  -0.324
N (-2.607, 1.606, -1.381)  0.110
C (-3.759, 0.731, -1.581)  -0.165
C (-4.390, 0.239, -0.286)  -0.178
C (-5.817, -0.299, -0.533)  -0.189
C (-6.929, 0.424, 0.253)  -0.164
C (-7.427, -0.368, 1.474)  -0.237
O (-8.808, -0.200, 1.694)  -0.188
C (-9.117, 0.898, 2.531)  -0.104
N (-0.270, 1.993, -1.315)  0.002
C (-0.228, 3.379, -1.111)  -0.707
Br (-0.913, 4.366, -2.582)  0.865
C (0.266, 3.977, -0.035)  -0.711
C (0.411, 5.440, 0.188)  -0.127
Br (0.850, 2.922, 1.408)  0.904
H (2.350, -3.194, -0.335)  0.084
H (1.466, -3.547, 1.181)  0.086
H (1.077, -2.112, 0.273)  0.055
H (2.538, -1.511, 2.214)  0.125
H (3.761, -2.647, 1.615)  0.116
H (1.801, 0.102, 0.634)  0.094
H (3.268, 0.954, 1.075)  0.118
H (3.112, -0.124, -1.740)  0.132
H (3.972, 1.266, -1.131)  0.147
H (0.966, -0.896, -1.941)  0.155
H (-2.785, 2.573, -1.160)  0.134
H (-4.499, 1.304, -2.141)  0.130
H (-3.476, -0.113, -2.202)  0.126
H (-3.791, -0.573, 0.129)  0.112
H (-4.406, 1.031, 0.463)  0.107
H (-5.844, -1.368, -0.327)  0.107
H (-6.051, -0.208, -1.596)  0.106
H (-6.542, 1.389, 0.581)  0.102
H (-7.787, 0.607, -0.392)  0.118
H (-7.266, -1.432, 1.313)  0.119
H (-6.865, -0.062, 2.362)  0.120
H (-10.190, 0.894, 2.685)  0.090
H (-8.810, 1.841, 2.071)  0.086
H (-8.617, 0.802, 3.499)  0.087
H (-0.147, 6.025, -0.535)  0.052
H (0.058, 5.694, 1.186)  0.085
H (1.465, 5.717, 0.148)  0.103
C (7.122, -3.652, -0.685)  -0.165
C (6.469, -2.287, -0.469)  -0.176
C (6.982, -1.917, 0.916)  -0.212
O (8.267, -2.518, 1.041)  -0.134
C (8.479, -3.448, -0.024)  -0.199
H (7.202, -3.941, -1.732)  0.112
H (6.558, -4.426, -0.159)  0.113
H (6.839, -1.575, -1.211)  0.116
H (5.384, -2.303, -0.524)  0.084
H (6.327, -2.316, 1.701)  0.111
H (7.077, -0.841, 1.065)  0.117
H (9.202, -3.021, -0.726)  0.119
H (8.898, -4.366, 0.387)  0.119

Values from the calculation:
orbital gap = 0.2949 Ha
HOMO = -11.042 eV
charge = +1

***

Entry 3:
Below is a 2-piece molecular cluster, HN2O5 overall in a non-equilibrium geometry, with properties calculated with ωB97M-V with the def2-TZVPD basis set.

Each line ends with the Löwdin charge.
Element x y z (Å)
N (-1.436, -0.035, -0.058)  -0.314
N (1.405, -0.019, 0.097)  -0.603
O (-2.255, -0.109, 0.828)  0.009
O (0.956, -0.998, -0.572)  -0.085
O (2.601, 0.195, 0.119)  -0.021
O (-1.258, 0.888, -0.873)  -0.023
O (0.598, 0.717, 0.667)  -0.046
H (-0.611, -0.639, -0.208)  0.082

Values from the calculation:
relative energy (zero: lowest compared OMol25 entry of this formula, charge and spin) = 73.7 kJ/mol
orbital gap = 0.3579 Ha
HOMO = -5.203 eV
charge = -1

***

Entry 4:
Below is one molecule with the formula CHF3N2O in a non-equilibrium geometry, with properties calculated with ωB97M-V with the def2-TZVPD basis set.

Each line ends with the Löwdin charge.
Element x y z (Å)
C (-1.286, 0.483, -0.010)  -0.184
N (-0.020, -0.342, 0.258)  -0.018
N (1.115, 0.211, 0.223)  -0.061
O (-1.421, 1.604, 0.327)  0.133
F (-0.236, -1.794, -0.122)  -0.076
F (1.721, 0.314, -1.139)  -0.038
F (2.220, -0.201, 0.947)  0.058
H (-2.093, -0.274, -0.484)  0.186

Values from the calculation:
relative energy (zero: lowest compared OMol25 entry of this formula, charge and spin) = 523.7 kJ/mol
orbital gap = 0.4250 Ha
HOMO = -11.833 eV

***

Entry 5:
Below is a 7-piece molecular cluster, H14O7 overall in a non-equilibrium geometry, with properties calculated with ωB97M-V with the def2-TZVPD basis set.

Each line ends with the Löwdin charge.
Element x y z (Å)
O (0.674, 0.962, 0.222)  -0.001
H (1.169, 0.299, 0.642)  0.019
H (0.922, 1.855, 0.380)  0.012
O (-1.932, -1.397, 1.380)  -0.045
H (-1.026, -1.637, 1.173)  -0.002
H (-2.081, -1.769, 2.244)  0.033
O (-0.143, 0.752, -2.816)  -0.067
H (-0.250, 0.708, -1.831)  0.004
H (-0.999, 1.062, -3.048)  0.007
O (2.224, -2.058, -0.953)  -0.074
H (2.490, -2.977, -1.044)  0.041
H (1.291, -1.881, -1.263)  0.082
O (-2.181, 0.731, -0.403)  -0.055
H (-2.810, 0.660, 0.304)  0.022
H (-1.333, 0.397, -0.157)  -0.038
O (0.149, 3.903, 0.190)  -0.016
H (-0.286, 4.600, -0.240)  0.014
H (0.811, 4.476, 0.598)  0.052
O (0.802, -2.741, 1.423)  -0.039
H (0.788, -3.328, 2.128)  0.006
H (1.716, -2.617, 1.078)  0.044

Values from the calculation:
relative energy (zero: lowest compared OMol25 entry of this formula, charge and spin) = 199.8 kJ/mol
orbital gap = 0.3926 Ha
HOMO = -10.360 eV

***

Entry 6:
Below is C16H15N3O2 as an isolated structure in a non-equilibrium geometry, with properties calculated with ωB97M-V with the def2-TZVPD basis set.

Each line ends with the Löwdin charge.
Element x y z (Å)
C (1.055, -0.046, 4.144)  -0.009
H (1.684, -0.353, 4.960)  0.086
O (0.152, 0.892, 4.949)  -0.103
C (-0.177, 2.116, 4.191)  -0.092
C (-0.442, 3.284, 4.964)  -0.097
C (-0.525, 4.448, 4.485)  -0.135
C (-0.567, 4.689, 3.071)  -0.031
C (-0.739, 3.521, 2.342)  -0.027
C (-0.443, 2.201, 2.758)  -0.170
C (-0.392, 1.226, 1.830)  -0.163
C (0.049, 1.061, 0.605)  -0.092
C (-0.173, 0.007, -0.398)  -0.103
N (0.201, 0.468, -1.652)  0.080
N (0.328, -0.720, -2.428)  -0.024
C (-0.253, -1.961, -2.435)  -0.571
O (-0.437, -2.519, -1.509)  0.177
C (0.065, -2.500, -3.799)  -0.085
N (0.604, -1.927, -4.814)  0.076
C (0.606, -2.594, -5.770)  -0.293
C (0.439, -3.930, -6.138)  -0.005
C (-0.292, -4.645, -5.119)  -0.120
C (-0.185, -4.123, -3.899)  0.035
H (-0.685, -4.593, -2.930)  0.142
H (-0.307, -5.711, -5.236)  0.101
H (0.223, -4.493, -7.013)  0.094
H (1.064, -1.920, -6.629)  0.143
H (0.613, -0.219, -3.503)  0.229
H (-0.522, -0.891, 0.131)  0.122
H (0.553, 2.159, 0.057)  0.190
H (-0.714, 0.284, 2.181)  0.102
H (-0.829, 3.628, 1.364)  0.058
H (-1.071, 5.601, 2.808)  0.098
H (-0.647, 5.206, 5.327)  0.139
H (-0.163, 3.036, 6.002)  0.135
H (0.366, -0.890, 3.700)  0.127
H (1.561, 0.206, 3.403)  -0.013

Values from the calculation:
relative energy (zero: lowest compared OMol25 entry of this formula, charge and spin) = 1321.3 kJ/mol
orbital gap = 0.2690 Ha
HOMO = -7.985 eV

***

Entry 7:
Below is a 2-piece molecular cluster, C5H14NO2 overall in a non-equilibrium geometry, with properties calculated with ωB97M-V with the def2-TZVPD basis set.

Each line ends with the Löwdin charge.
Element x y z (Å)
C (-2.463, 0.737, 0.575)  -0.074
C (-0.940, 0.497, 0.330)  -0.444
C (-0.664, -0.998, 0.034)  -0.231
C (-0.389, -1.854, 1.294)  -0.108
N (-0.425, 1.358, -0.707)  -0.045
C (1.088, 1.522, -0.718)  -0.476
O (1.713, 0.548, -1.379)  -0.296
H (-2.673, 0.525, 1.623)  0.056
H (-2.788, 1.730, 0.287)  0.056
H (-2.979, -0.007, -0.046)  0.055
H (-0.526, 0.659, 1.329)  0.117
H (-1.533, -1.406, -0.507)  0.086
H (0.153, -1.194, -0.661)  0.093
H (0.663, -1.687, 1.537)  0.072
H (-0.474, -2.907, 1.055)  0.053
H (-1.032, -1.523, 2.103)  0.055
H (-0.761, 1.059, -1.623)  0.098
H (1.371, 2.501, -1.172)  0.077
H (1.299, 1.661, 0.373)  0.092
H (3.091, -0.008, -1.036)  -0.042
H (4.271, -0.744, -1.798)  0.002
O (3.997, -0.471, -0.894)  -0.196

Values from the calculation:
relative energy (zero: lowest compared OMol25 entry of this formula, charge and spin) = 39.6 kJ/mol
orbital gap = 0.2634 Ha
HOMO = -3.292 eV
charge = -1

***

Entry 8:
Below is one molecule with the formula C2H6N4O2 in a non-equilibrium geometry, with properties calculated with ωB97M-V with the def2-TZVPD basis set.

Each line ends with the Löwdin charge.
Element x y z (Å)
C (1.914, 0.843, -0.407)  -0.002
N (0.530, 0.619, -0.091)  -0.273
C (-1.367, -0.572, 0.652)  -0.449
N (-2.261, -0.036, -0.195)  0.180
O (-0.321, 1.566, 0.176)  -0.139
N (0.079, -0.595, 0.001)  -0.121
N (0.856, -1.609, -0.074)  0.110
O (-1.522, -1.257, 1.617)  0.131
H (-1.920, 0.819, -0.638)  0.100
H (-3.223, -0.078, 0.108)  0.123
H (0.376, -2.403, 0.346)  0.059
H (2.164, 1.892, -0.248)  0.097
H (2.073, 0.541, -1.442)  0.095
H (2.622, 0.270, 0.194)  0.088

Values from the calculation:
relative energy (zero: lowest compared OMol25 entry of this formula, charge and spin) = 409.0 kJ/mol
orbital gap (alpha / beta) = 0.3094 / 0.3019 Ha
HOMO (alpha / beta) = -8.007 / -7.914 eV

***

Entry 9:
Below is a 2-piece molecular cluster, C3H4NO overall in a non-equilibrium geometry, with properties calculated with ωB97M-V with the def2-TZVPD basis set.

Each line ends with the Löwdin charge.
Element x y z (Å)
C (0.637, 1.061, 0.047)  -0.005
C (0.797, -1.039, 0.060)  0.029
C (-0.698, 0.525, 0.040)  -0.131
N (-0.460, -0.858, 0.097)  0.127
O (1.466, 0.158, 0.053)  0.149
H (1.013, 2.127, 0.255)  0.216
H (2.678, -2.788, -1.052)  0.182
H (-1.124, 1.067, 1.016)  0.234
H (-1.437, 0.726, -0.791)  0.199

Values from the calculation:
relative energy (zero: lowest compared OMol25 entry of this formula, charge and spin) = 652.8 kJ/mol
orbital gap (alpha / beta) = 0.2807 / 0.3756 Ha
HOMO (alpha / beta) = -15.276 / -16.807 eV
charge = +1

***

Entry 10:
Below is one molecule with the formula C2H4NPS in a non-equilibrium geometry, with properties calculated with ωB97M-V with the def2-TZVPD basis set.

Each line ends with the Löwdin charge.
Element x y z (Å)
C (0.586, 0.718, -0.149)  -0.180
C (0.950, -0.677, 0.168)  -0.194
N (-0.318, -0.346, -0.351)  -0.451
P (-1.984, -0.795, -0.092)  0.447
S (-3.242, 0.789, 0.144)  -0.053
H (0.518, 1.398, 0.685)  0.107
H (0.950, 1.084, -1.102)  0.110
H (1.597, -1.193, -0.531)  0.103
H (0.942, -0.977, 1.226)  0.113

Values from the calculation:
relative energy (zero: lowest compared OMol25 entry of this formula, charge and spin) = 97.4 kJ/mol
orbital gap = 0.2940 Ha
HOMO = -8.879 eV

***

Entry 11:
Below is C2H4F6LiNO6S2 as an isolated structure in a non-equilibrium geometry, with properties calculated with ωB97M-V with the def2-TZVPD basis set.

Each line ends with the Löwdin spin population.
Element x y z (Å)
Li (-0.426, 0.415, -1.431)  -0.001
C (2.479, -1.676, 1.084)  0.011
F (2.654, -1.056, 2.286)  0.006
F (2.928, -0.911, 0.078)  0.002
F (3.188, -2.796, 0.995)  0.005
S (0.465, -2.028, 0.719)  0.005
O (0.409, -2.955, -0.402)  0.001
O (-0.092, -2.697, 1.887)  -0.003
N (-0.028, -0.360, 0.282)  0.312
S (-0.603, 0.085, 1.627)  -0.059
O (-1.861, -0.609, 2.050)  0.397
O (0.405, 0.307, 2.703)  0.339
C (-1.171, 1.874, 1.081)  -0.010
F (-0.144, 2.651, 0.773)  -0.002
F (-1.960, 1.809, 0.013)  -0.002
F (-1.791, 2.474, 2.084)  -0.002
O (0.772, 1.590, -2.578)  0.000
H (0.295, 2.244, -3.090)  0.000
H (1.660, 1.939, -2.512)  0.000
O (-2.128, 0.171, -2.454)  0.001
H (-2.050, -0.515, -3.116)  0.000
H (-2.999, 0.044, -2.078)  0.000

Values from the calculation:
relative energy (zero: lowest compared OMol25 entry of this formula, charge and spin) = 76.0 kJ/mol
orbital gap (alpha / beta) = 0.4172 / 0.2199 Ha
2S+1 = 2
HOMO (alpha / beta) = -15.460 / -15.400 eV
<S²> = 0.77
charge = +1

***

Entry 12:
Below is C19H40I2NOS as an isolated structure in a non-equilibrium geometry, with properties calculated with ωB97M-V with the def2-TZVPD basis set.

Each line ends with the Löwdin charge.
Element x y z (Å)
C (-5.600, -1.920, -3.671)  -0.131
C (-5.023, -1.040, -4.883)  -0.320
C (-3.568, -0.421, -4.580)  -0.878
I (-3.561, 0.838, -2.814)  0.968
S (-2.241, -1.705, -4.628)  1.073
C (-0.966, -1.458, -3.323)  -0.377
C (0.173, -0.408, -3.687)  -0.329
C (0.897, -0.009, -2.289)  -0.655
I (3.058, 0.020, -2.478)  0.828
N (-1.394, -1.475, -6.141)  -0.088
C (-1.130, -2.669, -6.552)  -0.304
O (-0.780, -3.752, -6.781)  0.268
H (-5.710, -3.006, -3.993)  0.086
H (-4.882, -1.920, -2.799)  0.042
H (-6.629, -1.518, -3.406)  0.093
H (-5.788, -0.221, -5.078)  0.123
H (-4.989, -1.711, -5.792)  0.112
H (-3.367, 0.278, -5.463)  0.078
H (-0.443, -2.466, -3.181)  0.126
H (-1.377, -1.178, -2.309)  0.068
H (-0.208, 0.563, -4.123)  0.110
H (0.995, -0.813, -4.347)  0.074
H (0.655, -0.870, -1.580)  0.047
H (0.450, 0.926, -1.841)  0.064
C (6.589, -0.074, 4.582)  -0.113
C (7.265, 0.652, 3.426)  -0.271
C (6.336, 1.629, 2.704)  -0.228
C (5.118, 0.993, 2.031)  -0.229
C (5.437, -0.090, 0.998)  -0.280
C (6.237, 0.433, -0.188)  -0.135
H (5.754, -0.690, 4.240)  0.064
H (7.302, -0.736, 5.080)  0.071
H (6.213, 0.637, 5.322)  0.076
H (7.674, -0.079, 2.721)  0.099
H (8.119, 1.211, 3.818)  0.106
H (6.918, 2.181, 1.958)  0.101
H (5.982, 2.378, 3.421)  0.110
H (4.536, 1.785, 1.545)  0.108
H (4.460, 0.565, 2.794)  0.100
H (4.493, -0.504, 0.626)  0.074
H (5.973, -0.920, 1.466)  0.101
H (5.697, 1.232, -0.702)  0.051
H (6.414, -0.372, -0.908)  0.066
H (7.212, 0.816, 0.119)  0.069
C (-3.496, 2.304, 4.407)  -0.109
C (-2.998, 0.925, 3.992)  -0.268
C (-2.447, 0.889, 2.565)  -0.229
C (-3.461, 1.221, 1.468)  -0.237
C (-4.704, 0.329, 1.437)  -0.269
C (-4.382, -1.134, 1.160)  -0.112
H (-4.327, 2.638, 3.782)  0.066
H (-3.850, 2.282, 5.439)  0.074
H (-2.695, 3.044, 4.339)  0.077
H (-3.802, 0.193, 4.111)  0.100
H (-2.202, 0.622, 4.678)  0.108
H (-2.019, -0.102, 2.379)  0.099
H (-1.612, 1.594, 2.489)  0.111
H (-2.954, 1.157, 0.497)  0.071
H (-3.781, 2.263, 1.569)  0.104
H (-5.374, 0.693, 0.650)  0.099
H (-5.259, 0.413, 2.375)  0.104
H (-3.869, -1.247, 0.200)  0.047
H (-5.304, -1.722, 1.120)  0.074
H (-3.753, -1.565, 1.941)  0.070

Values from the calculation:
orbital gap = 0.2704 Ha
HOMO = -12.123 eV
charge = +1

***

Values of E_tot, in order: -33280.00998; -174495.47250; -13229.21217; -14225.76981; -14559.39049; -25387.85189; -10997.19553; -12222.41306; -6697.90407; -23751.62713; -54083.81681; -50917.02729, all in eV.